Formula: C4H16KN8O4
Source: the OMol25 dataset
Level of theory: ωB97M-V/def2-TZVPD

Summary:
orbital gap (spin up / spin down): 0.3309 / 0.0934 hartree
lowest unoccupied orbital energy (spin up / spin down): -6.2 / -12.6 eV
expectation value of S²: 0.768
total charge: +2
relative energy (zero: lowest compared OMol25 entry of this formula, charge and spin): 22.7 kcal per mole
HOMO energy (spin up / spin down): -0.5578 / -0.5577 hartree
max |F|: 12.7 eV Å⁻¹
2S+1: 2

```
33
Properties=species:S:1:pos:R:3:forces:R:3
K 0.01969 0.31448 0.78735 0.1 -0.2 -0.3
O 2.08640 1.90769 -0.17882 -1.8 0.6 -0.7
O -1.75273 2.31845 0.37893 -0.4 -2.6 2.4
O -1.75268 -1.59790 1.48353 0.2 2.4 -1.5
O 0.80640 -0.84667 -1.83577 -0.5 -0.1 -0.2
N 4.23774 2.15045 -0.77052 1.1 0.9 -1.7
N -2.58022 3.00162 -1.57794 -1.1 0.1 -0.9
N 0.33972 -3.05557 -1.67312 2.3 -1.1 0.7
N -1.92355 -2.06524 3.70245 -0.2 1.0 2.7
N -1.03449 -3.48655 2.34347 1.5 -2.0 0.0
N -1.19046 -1.77793 -2.30659 -5.6 2.0 -1.8
N -1.28277 4.25506 -0.32101 2.9 5.3 -0.4
N 3.53288 0.48163 0.37277 3.7 -10.9 5.5
C -1.94789 3.16618 -0.41858 -1.0 -3.2 -0.8
C -1.52331 -2.27586 2.46155 -1.6 -0.2 -0.6
C 0.03598 -1.80864 -2.00946 3.7 0.8 2.2
C 3.23093 1.43558 -0.27890 -3.4 9.5 -2.8
H 4.43234 0.05911 0.19236 -0.1 -0.4 0.6
H -2.96880 2.07447 -1.67530 -0.3 -0.1 -0.7
H -0.98947 -3.84940 1.40198 0.1 -0.4 0.5
H -1.60789 -0.85948 -2.35485 -0.4 -0.6 -0.2
H -1.22440 -4.01548 3.18267 0.5 -1.1 -1.0
H 1.33357 -3.07647 -1.49439 0.0 -1.4 -0.2
H -0.47786 4.21767 0.28794 0.4 0.3 0.5
H -0.25935 -3.77685 -2.04858 1.1 -0.5 0.1
H -1.54093 -2.72188 4.36767 -0.4 0.5 0.4
H -2.67471 3.73202 -2.26909 -0.4 -0.1 -0.3
H 4.05614 3.10323 -1.05218 0.2 -0.4 -0.2
H -1.70886 -2.61610 -2.08562 -0.7 0.8 -0.3
H 2.88192 -0.02187 0.95830 0.3 0.1 -0.5
H -2.33309 -1.22310 4.08085 0.2 -0.1 -0.5
H -1.40135 5.06635 -0.91079 -0.1 0.5 -0.1
H 5.18113 1.79100 -0.74033 -0.2 0.5 -0.1
```
Positions in Å, forces in eV/Å.

=====

Formula: C4H16LiO8S
Source: the OMol25 dataset
Level of theory: ωB97M-V/def2-TZVPD

Summary:
orbital gap: 0.1823 hartree
lowest unoccupied orbital energy: 2.1 eV
total charge: -1
relative energy (zero: lowest compared OMol25 entry of this formula, charge and spin): 33.0 kcal per mole
HOMO energy: -0.1040 hartree
max |F|: 10.9 eV Å⁻¹
2S+1: 1

```
30
Properties=species:S:1:pos:R:3:forces:R:3
S 3.12140 0.21520 -0.24137 8.3 -1.5 -0.5
O 0.54340 2.20020 1.26763 -1.2 -0.4 -1.6
O 3.60640 -1.15580 -0.50737 -0.7 -0.8 0.2
O 3.35740 1.03320 -1.36537 -0.4 2.3 -4.3
O 1.74540 0.16520 0.04463 -8.6 -0.6 2.2
O -0.17160 -1.56180 -2.06637 -0.7 0.6 -1.0
O -1.31260 -1.55280 1.40663 4.9 -3.6 -9.1
O 3.87440 0.83020 0.83363 0.0 0.2 2.6
O -1.49460 0.96720 -0.21137 2.5 2.2 2.0
C -2.81960 1.16620 -0.57937 4.6 -4.4 -1.9
C 1.18740 2.29120 2.44863 1.3 -1.8 4.2
C -0.67160 -0.62480 -3.08137 0.1 -1.9 0.7
C -0.65860 -2.85380 1.40763 0.3 2.2 -3.8
Li 0.03940 -0.48380 -0.02837 0.0 0.0 -0.4
H -3.36960 1.84520 -0.22037 -4.1 4.8 4.1
H -1.67560 -1.30980 2.12163 -4.0 2.5 8.6
H -0.27560 -0.67680 -4.05537 1.2 -0.8 -1.0
H 0.42040 -2.73980 1.44863 0.1 0.1 -0.1
H -2.80360 1.38120 -1.54837 0.3 2.1 -4.7
H 0.61440 -2.03380 -2.38537 -0.1 0.6 0.1
H -1.71760 -0.69380 -3.26037 -1.2 -0.7 0.5
H 0.89940 1.33120 0.94863 0.5 0.6 -1.0
H -0.99360 1.83120 0.09963 -1.4 -2.2 -0.6
H -3.21660 0.24420 -0.80437 -1.6 -2.6 1.2
H 0.72740 2.97320 3.21463 -0.3 -0.6 -0.8
H -0.96060 -3.49980 2.09463 -1.5 -2.2 3.8
H -0.96760 -3.41880 0.48363 0.5 1.1 0.4
H 2.22840 2.62220 2.41163 0.1 -0.1 -0.6
H 1.25640 1.16620 2.91463 -0.1 2.6 -0.5
H -0.51260 0.34220 -2.79137 0.7 2.5 1.2
```
Positions in Å, forces in eV/Å.

=====

Formula: C4H16N2O
Source: the OMol25 dataset
Level of theory: ωB97M-V/def2-TZVPD

Summary:
orbital gap: 0.3886 hartree
lowest unoccupied orbital energy: -7.7 eV
total charge: +2
relative energy (zero: lowest compared OMol25 entry of this formula, charge and spin): 51.2 kcal per mole
HOMO energy: -0.6717 hartree
max |F|: 3.8 eV Å⁻¹
2S+1: 1

```
23
Properties=species:S:1:pos:R:3:forces:R:3
O -1.27550 3.90248 1.11876 1.0 -0.9 -0.7
N 1.75282 -2.59127 0.24937 -0.7 0.4 2.2
N 0.16786 1.99979 -0.98884 -0.2 -0.5 1.5
C 0.29989 -1.43884 -0.31914 2.7 -1.8 -1.5
C -0.95862 -2.17014 -0.07786 -1.0 -0.1 1.8
C 0.60277 -0.15831 0.36306 -1.3 0.5 -0.9
C -0.48129 0.66857 -0.37649 -0.2 3.8 -0.6
H -1.96496 3.44574 1.61989 -0.2 1.1 -0.2
H 0.43323 -0.16150 1.44176 -0.1 0.0 -0.2
H -1.79455 -2.00058 -0.76443 0.7 0.0 -0.6
H 1.16070 1.85704 -1.16991 0.0 0.2 -0.2
H -1.29452 1.04844 0.23754 0.2 -0.1 0.4
H 0.05099 2.78706 -0.31944 -0.2 0.0 -0.2
H 1.53088 0.36534 0.11883 0.3 -0.9 0.2
H -0.72710 -3.22855 -0.04510 -0.3 -0.3 -0.2
H -0.30123 2.19626 -1.87278 0.1 0.4 0.1
H 0.63938 -1.49234 -1.35771 -0.2 0.3 0.2
H -1.43665 -1.90179 0.88605 0.6 -0.2 -0.1
H 2.24589 -3.46575 0.03083 -0.6 0.0 -1.5
H 2.53401 -2.03139 0.60468 -0.3 0.4 -0.2
H -1.47619 4.80189 0.82213 -0.6 -0.4 0.6
H 1.28450 -2.91176 1.10802 0.1 0.2 0.1
H -0.99230 0.47960 -1.30920 0.1 -2.2 0.0
```
Positions in Å, forces in eV/Å.

=====

Formula: C4H16N2O2
Source: the OMol25 dataset
Level of theory: ωB97M-V/def2-TZVPD

Summary:
orbital gap: 0.3482 hartree
lowest unoccupied orbital energy: 0.6 eV
SMILES string: NCCCCN.O.O
relative energy (zero: lowest compared OMol25 entry of this formula, charge and spin): 8.6 kcal per mole
HOMO energy: -0.3271 hartree
max |F|: 1.7 eV Å⁻¹
2S+1: 1

```
24
Properties=species:S:1:pos:R:3:forces:R:3
O 1.05850 -2.82785 -0.93591 1.2 -0.3 -1.1
O 1.74665 0.92194 -2.36360 -0.3 -0.3 -0.2
N 0.79697 2.23039 0.22884 -0.3 -0.4 0.0
N -1.44763 -1.73440 0.22760 -0.4 0.5 -0.3
C -0.52002 1.68634 -0.10853 -0.8 -0.3 -0.8
C -1.39928 1.18179 1.04294 0.8 -0.1 0.3
C -0.73256 0.01541 1.82020 0.2 0.1 -1.6
C -0.29565 -1.09093 0.85536 -0.7 -0.5 0.3
H -1.54652 2.02290 1.71953 -0.4 0.0 0.2
H 0.18123 -1.90654 1.38961 0.4 0.2 0.2
H -1.43648 -0.40669 2.53365 0.3 0.2 0.4
H 0.70449 3.08152 0.77075 0.0 0.0 0.0
H 1.22604 1.54096 0.83880 0.3 0.2 0.0
H -2.36060 0.85271 0.64748 -0.1 0.2 0.0
H 0.42266 -0.68255 0.14242 0.2 0.0 0.0
H 1.50723 -2.13327 -1.44744 -0.6 0.5 0.4
H -2.01854 -1.04437 -0.25087 0.0 -0.1 0.0
H 0.21667 0.38627 2.20995 -0.3 0.0 0.9
H 1.58451 1.57181 -1.66102 0.4 0.0 0.2
H -1.08861 2.39387 -0.71940 0.2 0.4 0.3
H -1.14590 -2.38908 -0.48180 0.1 -0.1 0.1
H -0.37821 0.86911 -0.81906 0.2 -0.1 0.1
H 2.68743 0.73956 -2.42281 0.0 0.3 0.2
H 1.56726 -3.56434 -1.31545 -0.5 -0.3 0.5
```
Positions in Å, forces in eV/Å.

=====

Formula: C4H16N2O2
Source: the OMol25 dataset
Level of theory: ωB97M-V/def2-TZVPD

Summary:
orbital gap: 0.3519 hartree
lowest unoccupied orbital energy: 0.8 eV
SMILES string: CN(C)CCN.O.O
relative energy (zero: lowest compared OMol25 entry of this formula, charge and spin): 27.4 kcal per mole
HOMO energy: -0.3233 hartree
max |F|: 2.2 eV Å⁻¹
2S+1: 1

```
24
Properties=species:S:1:pos:R:3:forces:R:3
O 2.44276 1.60678 1.26596 0.0 0.1 -0.3
O -0.37514 2.12942 4.03025 0.1 0.1 0.1
N 0.19806 -0.93101 -1.08373 -0.3 -0.4 0.3
N -0.79570 1.23477 0.59315 -0.1 -0.1 0.0
C 0.76676 -2.04993 -0.29658 -1.9 0.0 -1.1
C -1.25540 -0.73615 -0.87642 0.7 0.7 0.2
C 0.46584 -1.12096 -2.49475 0.2 0.3 -0.3
C -1.55586 0.72297 -0.56880 0.6 0.9 0.7
H 0.67499 -2.98971 -0.86669 0.6 0.1 -0.2
H -0.49562 0.48254 1.21229 -0.1 0.2 -0.2
H -1.56027 -1.28117 0.01585 -0.3 -0.4 -0.2
H 1.51009 -0.97649 -2.76869 0.3 -0.2 0.4
H 2.58115 1.60733 2.21741 -0.1 -0.2 0.0
H 0.22335 2.81984 3.72092 -0.2 -0.1 0.0
H -0.03327 -0.35038 -3.07993 -0.3 -0.1 0.0
H -1.29371 1.37719 -1.39727 0.0 -0.1 -0.3
H -2.59501 0.93904 -0.33567 -0.4 -0.5 -0.3
H -1.18746 2.26452 3.53142 0.1 0.0 -0.1
H 0.04000 1.69993 0.27201 0.2 0.0 0.1
H 1.76936 -1.79007 -0.04654 0.8 -0.3 0.5
H -1.78064 -1.03491 -1.77971 -0.5 -0.4 0.1
H 2.00457 0.77879 1.02742 0.1 0.1 0.2
H 0.15389 -2.12269 -2.82301 -0.1 0.1 -0.2
H 0.09726 -2.27964 0.53110 0.5 0.5 0.6
```
Positions in Å, forces in eV/Å.

=====

Formula: C4H16N2O2
Source: the OMol25 dataset
Level of theory: ωB97M-V/def2-TZVPD

Summary:
orbital gap: 0.3505 hartree
lowest unoccupied orbital energy: 0.4 eV
SMILES string: NCCCCN.O.O
relative energy (zero: lowest compared OMol25 entry of this formula, charge and spin): 25.1 kcal per mole
HOMO energy: -0.3372 hartree
max |F|: 1.2 eV Å⁻¹
2S+1: 1

```
24
Properties=species:S:1:pos:R:3:forces:R:3
O 4.97029 -0.38088 1.57507 -0.3 -0.2 0.0
O 1.55052 2.76956 -2.23632 -0.1 0.1 0.0
N -0.68777 -1.57619 2.59847 0.3 0.6 0.0
N -1.42696 -0.91871 -2.61765 0.6 0.1 -0.5
C -1.19255 0.33020 -1.83093 -0.4 -1.0 -0.3
C -1.27244 -0.35151 1.99248 -0.2 -0.8 -0.4
C -1.57936 -0.57826 0.49835 -0.5 0.7 0.9
C -0.53756 -0.09035 -0.49503 -0.3 0.1 -1.0
H -0.67028 1.03444 -2.47950 0.4 0.3 0.6
H 0.08783 -0.94647 -0.72102 0.6 0.0 0.0
H 1.96338 2.42886 -1.43583 -0.1 0.0 0.0
H -2.17233 0.73178 -1.58694 -0.1 0.3 -0.1
H -0.52242 -1.38328 -2.62293 0.0 -0.4 0.3
H -1.76767 -1.62438 0.40189 0.2 -0.9 -0.2
H -2.58282 -0.18512 0.30190 0.2 0.6 -0.2
H -1.37552 -1.94979 3.23196 0.1 -0.3 0.2
H 5.90519 -0.16830 1.59196 0.0 0.2 0.0
H 0.11477 0.70209 -0.12441 -0.2 0.1 0.3
H 0.14926 -1.39351 3.14151 -0.1 0.0 -0.1
H 0.94916 3.46493 -1.94084 0.1 -0.2 0.0
H 4.48310 0.42720 1.76308 0.2 0.0 0.0
H -0.67494 0.55170 2.12526 0.2 -0.1 0.2
H -2.22302 -0.19305 2.48609 -0.2 0.4 0.2
H -1.48786 -0.70097 -3.61661 -0.5 0.2 0.4
```
Positions in Å, forces in eV/Å.

=====

Formula: C4H16N2O2
Source: the OMol25 dataset
Level of theory: ωB97M-V/def2-TZVPD

Summary:
orbital gap: 0.3427 hartree
lowest unoccupied orbital energy: 0.6 eV
SMILES string: CC[C@H](N)CN.O.O
relative energy (zero: lowest compared OMol25 entry of this formula, charge and spin): 17.1 kcal per mole
HOMO energy: -0.3210 hartree
max |F|: 1.6 eV Å⁻¹
2S+1: 1

```
24
Properties=species:S:1:pos:R:3:forces:R:3
O -2.62561 -1.89410 -0.88675 0.5 -0.3 -0.2
O 2.01925 3.38628 -0.88486 0.1 0.4 -0.1
N 0.37045 -1.97702 -1.23081 -0.2 0.1 0.3
N 0.88775 -0.49654 2.18774 -0.1 0.1 0.0
C 0.27849 -0.49938 0.85219 0.0 -0.7 0.4
C -1.34067 1.27849 -0.03593 0.2 0.1 -0.4
C 0.11165 0.93462 0.31372 -1.2 -1.0 0.3
C 1.08715 -1.41696 -0.07947 -0.3 0.3 -0.8
H 1.25391 0.40595 2.46245 0.1 -0.2 -0.1
H 1.89160 -0.76875 -0.43682 0.4 -0.5 -0.1
H -0.70031 -0.98738 0.94767 -0.2 0.2 0.0
H 0.39791 -1.39764 -2.05125 0.0 0.3 -0.1
H -3.27214 -1.85132 -1.59675 -0.3 0.2 0.5
H -1.78003 0.51084 -0.67299 0.0 0.0 0.1
H -1.93989 1.40231 0.86479 -0.1 -0.1 0.0
H -2.94892 -1.53351 -0.05845 -0.5 0.1 -0.3
H -1.37232 2.21682 -0.59399 -0.1 0.1 0.1
H 0.70738 1.00542 -0.59243 0.3 0.3 0.1
H 1.60052 -1.20811 2.27141 0.1 0.1 0.1
H 1.51473 2.61703 -1.15474 0.1 -0.1 0.1
H 0.38112 1.59988 1.12619 0.6 0.4 -0.3
H 2.61336 3.09931 -0.18661 -0.1 -0.2 0.0
H 1.47626 -2.29262 0.44126 0.2 0.3 0.5
H -0.61163 -2.13362 -1.00557 0.3 0.0 -0.1
```
Positions in Å, forces in eV/Å.

=====

Formula: C4H16N2O3
Source: the OMol25 dataset
Level of theory: ωB97M-V/def2-TZVPD

Summary:
orbital gap: 0.3350 hartree
lowest unoccupied orbital energy: 0.3 eV
SMILES string: C[C@@H](O)[C@@H](N)CN.O.O
relative energy (zero: lowest compared OMol25 entry of this formula, charge and spin): 62.7 kcal per mole
HOMO energy: -0.3233 hartree
max |F|: 4.0 eV Å⁻¹
2S+1: 1

```
25
Properties=species:S:1:pos:R:3:forces:R:3
O -0.48340 -1.22390 2.57245 -0.3 0.3 -1.7
O 0.59735 1.98459 -0.69310 -0.7 0.4 1.8
O 0.06542 1.40709 2.43937 -0.5 -2.3 1.4
N 1.10422 -2.17025 -0.15297 0.0 -1.5 0.8
N 0.47966 -0.16303 -2.83470 -0.6 -1.4 1.0
C 1.20270 -0.74237 -0.44964 -0.3 0.6 1.5
C -1.70062 1.25777 -0.02531 -1.8 1.0 -0.4
C -0.54419 1.17745 -1.04684 -0.1 -1.2 1.3
C -0.03999 -0.31700 -1.30857 2.4 2.0 -2.5
H -1.35311 1.30187 0.97128 0.4 0.2 0.9
H -0.17809 0.53411 1.95069 1.0 2.5 2.0
H -2.48025 0.44687 0.00941 0.9 0.4 -0.7
H 0.84248 -1.05252 -3.22378 -0.7 0.3 0.7
H 0.92225 -2.55062 0.78283 -0.3 1.4 -0.2
H 0.02617 1.15361 3.43970 0.1 0.5 -2.9
H 0.44628 2.38610 0.21088 0.3 -0.8 -1.4
H -0.87815 1.65317 -1.93444 -0.4 -0.4 -1.2
H -0.86493 -2.03912 2.85320 -0.4 -1.0 0.7
H 1.47128 -0.04014 0.41107 -1.3 -1.1 -0.3
H -0.81312 -1.18966 1.63991 0.4 0.0 0.9
H -2.32930 2.22183 -0.10500 1.1 -1.3 -0.2
H -0.79560 -1.12670 -1.26443 0.3 0.8 -0.2
H 1.85548 -2.79839 -0.40070 0.4 0.7 -0.8
H 1.32489 0.40806 -2.88986 -0.4 0.3 0.7
H 2.12257 -0.51884 -0.95145 0.3 -0.3 -1.1
```
Positions in Å, forces in eV/Å.

=====

Formula: C4H16N2O3
Source: the OMol25 dataset
Level of theory: ωB97M-V/def2-TZVPD

Summary:
orbital gap: 0.3682 hartree
lowest unoccupied orbital energy: 0.4 eV
SMILES string: CNC[C@H](N)CO.O.O
relative energy (zero: lowest compared OMol25 entry of this formula, charge and spin): 32.7 kcal per mole
HOMO energy: -0.3520 hartree
max |F|: 1.0 eV Å⁻¹
2S+1: 1

```
25
Properties=species:S:1:pos:R:3:forces:R:3
O 1.97442 2.18147 -1.72452 0.1 -0.4 0.0
O -3.54100 0.23138 0.34966 0.6 0.0 0.1
O -0.25575 -2.14995 3.22094 0.2 0.4 -0.2
N -0.83133 -0.90227 -0.54088 0.6 -0.4 -0.7
N 0.11413 2.09006 0.63407 -0.5 0.0 -0.2
C 0.08633 -2.02316 -0.25965 -0.6 0.0 0.0
C 0.74346 0.94691 -0.02985 -0.1 -0.1 0.5
C 2.10188 1.31928 -0.57901 0.4 0.0 -0.4
C -0.14082 0.26931 -1.09378 -0.4 0.7 0.4
H -1.44950 -1.25150 -1.26697 -0.2 0.1 0.1
H -0.51027 -2.92838 -0.16350 0.0 -0.1 0.0
H 0.55704 -1.87173 0.70785 0.4 0.0 -0.2
H 2.64557 0.39480 -0.83033 -0.1 0.2 -0.1
H 0.81232 -2.20303 -1.06368 0.1 0.2 0.2
H -0.22932 2.74702 -0.06631 0.2 0.0 0.1
H 1.97009 1.63484 -2.52305 0.0 0.2 0.3
H 2.72596 1.86473 0.13374 -0.4 -0.1 0.1
H -0.92216 0.99418 -1.30113 -0.1 0.1 -0.4
H -3.15716 0.03295 1.21380 -0.4 0.0 0.1
H -0.72454 1.73460 1.09121 0.1 0.2 0.0
H 0.84557 0.21542 0.77940 0.5 0.0 -0.1
H -2.75957 0.06682 -0.20201 -0.3 0.0 0.0
H -0.81399 -2.11476 2.43214 0.1 0.0 0.2
H 0.39326 0.12905 -2.04464 0.1 -0.5 0.1
H 0.36537 -1.40804 3.12652 -0.4 -0.4 0.1
```
Positions in Å, forces in eV/Å.